25
Properties=species:S:1:pos:R:3 method="wB97M-V/def2-TZVPD" relative_energy_ev=2.515 gap_ev=8.7 lumo_energy_ha=0.02554 spin_multiplicity=1 smiles="CC(=O)NN(N)C(C)(C)C" homo_ev=-8.042
O -0.1359 0.1920 -3.1473
N 1.5688 0.5466 -1.1117
N 0.7231 -0.1881 -0.3092
N -0.4712 -0.5592 -1.0000
C -1.0238 0.5134 1.3794
C 0.4614 0.2566 1.1055
C 1.2275 1.5462 1.4184
C -2.0349 -1.1984 -2.6589
C -0.7541 -0.4404 -2.3225
C 0.9947 -0.8892 1.9873
H 1.0917 1.7967 2.4691
H 1.4210 -0.5095 2.9225
H 1.7640 -1.4252 1.4458
H -2.8065 -1.0188 -1.9166
H 2.2894 1.4268 1.2279
H -1.1320 0.9701 2.3594
H 0.8504 2.3783 0.8277
H 2.5402 0.3108 -0.9343
H 1.4108 1.5501 -1.1356
H 0.1991 -1.5936 2.2351
H -1.8275 -2.2641 -2.7056
H -0.9258 -1.3145 -0.5148
H -2.3857 -0.8745 -3.6305
H -1.6056 -0.4047 1.3728
H -1.4392 1.1925 0.6361